{"formula": "C5H13N3O", "method": "ωB97M-V/def2-TZVPD", "mol_weight_g_mol": 131.18, "relative_energy_kcal_mol": 110.29, "energy_ha": -437.6783, "homo_ev": [-5.9, -5.9], "e_lumo_ha": [0.0242, 0.0248], "gap_ev": [6.55, 6.55], "symbols": ["C", "C", "C", "C", "C", "N", "N", "N", "O", "H", "H", "H", "H", "H", "H", "H", "H", "H", "H", "H", "H", "H"], "xyz": [[-0.4064, 0.7987, 0.2870], [-0.1520, -0.4739, -0.2754], [0.2047, -1.6862, 0.5518], [-2.4019, -0.6771, 0.2001], [2.0138, 0.2015, -0.5013], [-0.9464, 1.8027, -0.4485], [0.0462, 1.0740, 1.5269], [2.6524, 0.1603, -1.6989], [2.6343, 0.4131, 0.5394], [-0.3550, -0.5877, -1.3255], [-1.5984, 1.5440, -1.1695], [-1.1163, 2.6941, -0.0137], [-0.0655, 2.0153, 1.8703], [0.9639, 0.6703, 1.7245], [3.6569, 0.3079, -1.7601], [2.1398, -0.0064, -2.5459], [-0.2424, -1.6165, 1.5440], [-0.1915, -2.5808, 0.0728], [1.2806, -1.8072, 0.6705], [-2.6421, -0.3283, 1.2028], [-2.4907, -1.7568, 0.1128], [-2.9841, -0.1610, -0.5641]], "nbo_charge": [0.5495, -0.1659, -0.6529, -0.8403, 0.4605, -0.7869, -0.7950, -0.8668, -0.7351, 0.2251, 0.4073, 0.3907, 0.3831, 0.4479, 0.3717, 0.3851, 0.2239, 0.2231, 0.2364, 0.1860, 0.1872, 0.1651]}